Density functional theory data (the ωB97M-V functional and the def2-TZVPD basis) for a structure of composition C46H91N2O14Rb3 at a distorted geometry.

Positions of all 156 atoms, in Å:
1 Rb -0.2403 1.1648 -3.8961
2 Rb 2.8376 -0.6293 -0.3720
3 Rb 1.3465 4.0457 -0.5602
4 O 6.1983 2.9947 -0.2623
5 C 4.8636 2.8867 -0.5595
6 O 4.0314 2.2622 0.0999
7 O 4.5247 3.3793 -1.6792
8 H 6.2507 3.4639 -1.0982
9 C 4.3582 -0.1615 -7.1189
10 C 3.3331 -1.3012 -6.7726
11 C 4.1035 -2.6600 -6.9577
12 C 3.7072 -3.8240 -5.9768
13 C 2.2409 -3.6985 -5.5362
14 C 1.9708 -2.3272 -4.7972
15 N 2.7464 -1.1914 -5.3770
16 O 2.5070 0.1110 -4.8427
17 C 2.1845 -2.4753 -3.2405
18 C 0.4513 -2.1149 -5.1632
19 C 2.1171 -1.2406 -7.7899
20 H 5.1275 -0.0319 -6.3576
21 H 3.9453 0.8368 -7.2630
22 H 4.8470 -0.3390 -8.0769
23 H 5.1903 -2.5856 -6.9941
24 H 3.8712 -3.0853 -7.9340
25 H 4.2697 -3.7877 -5.0438
26 H 4.0976 -4.6919 -6.5083
27 H 2.0362 -4.5724 -4.9177
28 H 1.4924 -3.8833 -6.3067
29 H 2.7318 -3.3287 -2.8402
30 H 1.2042 -2.8266 -2.9184
31 H 2.2787 -1.5604 -2.6556
32 H 0.1006 -1.1527 -4.7899
33 H -0.2693 -2.8827 -4.8817
34 H 0.2315 -1.9546 -6.2187
35 H 1.3136 -0.5449 -7.5481
36 H 1.7651 -2.2720 -7.7721
37 H 2.5378 -1.1755 -8.7934
38 C -1.0864 -1.3538 -1.6555
39 C -1.3855 -0.6638 -0.3079
40 C -1.4702 -1.9120 0.5856
41 C -1.4866 -1.5701 2.0822
42 C -0.3610 -0.6949 2.3889
43 C -0.1165 0.5181 1.4842
44 N -0.2118 0.1614 0.0895
45 O 0.2121 1.0727 -0.9669
46 C 1.2580 1.0059 1.9155
47 C -1.0057 1.7295 1.9426
48 C -2.7183 0.1434 -0.3718
49 H -0.0138 -1.5263 -1.7445
50 H -1.4680 -0.7658 -2.4901
51 H -1.5602 -2.3293 -1.7651
52 H -0.5951 -2.5412 0.4232
53 H -2.3831 -2.4234 0.2805
54 H -1.3758 -2.5220 2.6014
55 H -2.3373 -1.0409 2.5118
56 H 0.5084 -1.3362 2.2442
57 H -0.2089 -0.3008 3.3937
58 H 1.2416 1.4314 2.9189
59 H 1.5969 1.8149 1.2683
60 H 2.0479 0.2579 1.9836
61 H -1.0352 2.6614 1.3779
62 H -0.7447 1.9875 2.9690
63 H -2.0458 1.4722 2.1429
64 H -2.4702 1.1628 -0.6674
65 H -3.1110 0.3475 0.6243
66 H -3.5432 -0.4277 -0.7978
67 C 2.8737 4.7417 2.3740
68 C 3.1966 4.2377 3.7762
69 O 2.4192 3.5464 4.4254
70 C 4.5757 4.4802 4.2503
71 H 1.8386 4.4691 2.1682
72 H 3.5445 4.2114 1.6980
73 H 3.0142 5.8164 2.2590
74 H 5.0091 5.4214 3.9120
75 H 4.9891 3.6100 3.7403
76 H 4.6089 4.3298 5.3294
77 C -3.0655 -4.3277 4.5995
78 C -3.0943 -3.9606 6.0690
79 O -4.0985 -4.1576 6.6774
80 C -1.9446 -3.1953 6.6304
81 H -2.1197 -4.8131 4.3586
82 H -3.2596 -3.4174 4.0323
83 H -3.7924 -5.1055 4.3658
84 H -1.6130 -2.5956 5.7828
85 H -1.1346 -3.8824 6.8751
86 H -2.3566 -2.5928 7.4400
87 C 3.2730 0.1081 5.1289
88 C 4.1404 -0.4798 6.1557
89 O 3.5258 -0.9570 7.1090
90 C 5.5786 -0.6915 5.9072
91 H 2.8472 1.0292 5.5269
92 H 2.4154 -0.5635 5.0889
93 H 3.6708 0.3359 4.1400
94 H 5.7771 -1.5164 5.2229
95 H 6.1682 -0.9205 6.7949
96 H 6.0088 0.2663 5.6147
97 C -0.1658 -5.6203 -1.6195
98 C -0.5086 -5.6884 -3.1079
99 O 0.2242 -6.3149 -3.8653
100 C -1.6411 -4.8106 -3.7018
101 H -0.7544 -4.8108 -1.1878
102 H 0.8678 -5.2855 -1.5321
103 H -0.3237 -6.5383 -1.0535
104 H -2.5896 -5.2875 -3.4547
105 H -1.6101 -4.8302 -4.7912
106 H -1.4933 -3.7756 -3.3934
107 C -3.5531 6.3308 -3.4466
108 C -3.1737 4.8150 -3.2003
109 O -3.0831 4.0670 -4.1348
110 C -2.9177 4.5266 -1.6753
111 H -2.7145 6.7306 -4.0169
112 H -3.6415 6.8889 -2.5145
113 H -4.5156 6.4514 -3.9437
114 H -2.2117 5.2850 -1.3371
115 H -2.6452 3.4974 -1.4412
116 H -3.8228 4.7054 -1.0948
117 C -4.2013 1.8236 4.0274
118 C -3.7351 1.0518 5.2563
119 O -4.5433 0.7188 6.1708
120 C -2.2672 1.0449 5.4674
121 H -5.2879 1.8451 3.9448
122 H -3.7911 1.4257 3.0992
123 H -3.7889 2.8313 4.0774
124 H -1.8482 2.0406 5.3219
125 H -1.7341 0.2301 4.9776
126 H -1.9839 0.7286 6.4713
127 C -5.9049 1.1910 -1.8910
128 C -6.9309 1.9492 -2.6867
129 O -8.1014 1.7392 -2.4294
130 C -6.5996 2.9825 -3.7437
131 H -5.2455 0.7796 -2.6552
132 H -6.3281 0.4013 -1.2702
133 H -5.3384 1.9233 -1.3156
134 H -6.3286 3.9770 -3.3891
135 H -7.3706 2.9642 -4.5140
136 H -5.7313 2.5390 -4.2310
137 C -1.1612 5.1326 3.6543
138 C -1.3297 5.7731 2.3296
139 O -0.5047 5.7242 1.4137
140 C -2.5029 6.7541 2.2431
141 H -0.4320 4.3251 3.7201
142 H -2.1300 4.6709 3.8452
143 H -0.7966 5.8814 4.3575
144 H -2.6323 7.3310 3.1588
145 H -3.3125 6.0983 1.9227
146 H -2.3390 7.3389 1.3380
147 C 0.8356 -5.2954 1.7133
148 C 1.9547 -4.4452 1.1426
149 O 1.8214 -3.3777 0.5062
150 C 3.3577 -5.0090 1.2295
151 H 1.3454 -5.9135 2.4523
152 H 0.5955 -5.8395 0.7998
153 H -0.0300 -4.8495 2.2032
154 H 4.0187 -4.2157 1.5785
155 H 3.6001 -5.3248 0.2148
156 H 3.5450 -5.9135 1.8083

Forces on atoms 1 to 6 (eV/Å):
0.29 0.30 0.53
-0.19 0.62 0.12
0.37 -0.54 0.02
-1.41 -0.14 0.30
-1.91 -0.62 -2.10
-0.26 -1.06 2.51

The multiplicity is 2. For the total energy, the calculation gives -3042.059905 hartree. Its largest force on an atom is 5.5 eV/A. The value obtained for the orbital gap (spin up / spin down) is 6.40 / 6.04 eV. As for the expectation value of S²: 0.755. The charge is +1. The HOMO energy (spin up / spin down) comes out at -8.92 / -8.92 eV.

=====

Density functional theory data (the ωB97M-V functional and the def2-TZVPD basis) for a cluster of 8 separate species, C46H92F2N2O12S in total at a distorted geometry.

Positions of all 155 atoms, in Å:
1 C -8.4851 1.9597 -1.8083
2 C -7.6782 1.4579 -0.5977
3 C -6.3875 0.7489 -1.0076
4 C -5.6131 0.1780 0.1797
5 C -4.4643 -0.7728 -0.2203
6 C -3.0717 -0.2874 0.1964
7 C -2.0074 -1.3763 0.4536
8 C -0.6110 -0.9884 -0.0635
9 C -0.3009 -1.0119 -1.5648
10 C -0.8337 0.2393 -2.3030
11 C -1.9256 0.1385 -3.3709
12 C -2.1189 1.5237 -4.0031
13 C -2.6189 2.5900 -3.0166
14 N -1.8469 3.8506 -3.0427
15 C -0.8893 3.8283 -1.9910
16 C -1.3596 4.3704 -0.6689
17 O 0.2524 3.4021 -2.1601
18 O 1.1574 -0.9677 -1.6993
19 C 1.8139 0.0317 -1.0034
20 S 3.3954 0.3249 -1.7817
21 O 4.2078 1.0894 -0.8795
22 O 3.8801 -0.8623 -2.4122
23 F 2.9624 1.3074 -2.9143
24 C -0.5673 -2.3710 -2.2465
25 N -1.9085 -2.8318 -2.3894
26 C -2.1285 -4.2389 -2.0845
27 C -3.5983 -4.6391 -1.9096
28 C -3.7722 -5.7272 -0.8426
29 C -3.8284 -5.2130 0.5911
30 O 0.1234 -2.2867 -3.4989
31 C -0.4065 -2.9772 -4.6039
32 C 0.5615 -2.7827 -5.7671
33 C -0.0682 -3.0116 -7.1387
34 C -1.0753 -1.9471 -7.5272
35 F -1.8884 -2.4089 -8.5737
36 H -9.3029 1.2756 -2.0495
37 H -8.9340 2.9364 -1.6283
38 H -7.8587 2.0246 -2.7013
39 H -8.2977 0.7764 -0.0091
40 H -7.4332 2.3113 0.0416
41 H -5.7630 1.4812 -1.5330
42 H -6.6490 -0.0581 -1.7016
43 H -6.3169 -0.3335 0.8446
44 H -5.2140 1.0188 0.7591
45 H -4.6468 -1.7531 0.2171
46 H -4.5142 -0.8788 -1.3102
47 H -2.7224 0.4317 -0.5480
48 H -3.1982 0.2863 1.1200
49 H -2.3184 -2.3653 0.1213
50 H -1.8971 -1.4620 1.5390
51 H -0.4704 0.0340 0.3076
52 H 0.1276 -1.6174 0.4442
53 H -1.1721 0.9495 -1.5455
54 H 0.0324 0.7137 -2.7742
55 H -1.6562 -0.5771 -4.1443
56 H -2.8901 -0.1580 -2.9392
57 H -2.8639 1.4371 -4.8009
58 H -1.1880 1.8334 -4.4856
59 H -3.6698 2.8120 -3.2186
60 H -2.5750 2.2195 -1.9915
61 H -1.3363 3.9462 -3.9141
62 H -0.4957 4.6295 -0.0823
63 H -1.9776 3.6382 -0.1431
64 H -1.9604 5.2637 -0.8329
65 H 1.2994 0.9996 -1.0019
66 H 2.1236 -0.2166 0.0202
67 H -0.0112 -3.1074 -1.6459
68 H -2.6361 -2.2172 -2.0718
69 H -1.7122 -4.8439 -2.8970
70 H -1.5657 -4.5377 -1.1850
71 H -4.2236 -3.7680 -1.7018
72 H -3.9465 -5.0644 -2.8554
73 H -2.9114 -6.4036 -0.9239
74 H -4.6456 -6.3476 -1.0622
75 H -2.8693 -4.8270 0.9366
76 H -4.5844 -4.4359 0.7147
77 H -4.0928 -6.0209 1.2776
78 H -0.5097 -4.0502 -4.3925
79 H -1.4066 -2.6180 -4.8655
80 H 1.4064 -3.4628 -5.6329
81 H 0.9793 -1.7723 -5.6933
82 H 0.7302 -2.9911 -7.8869
83 H -0.5289 -4.0010 -7.2113
84 H -1.7514 -1.6824 -6.7122
85 H -0.5746 -1.0534 -7.9072
86 C 7.1248 1.9790 -0.4374
87 C 8.2585 2.9642 -0.5704
88 O 9.3872 2.7028 -0.2262
89 C 7.9165 4.3137 -1.1629
90 H 7.4976 1.0506 -0.0112
91 H 6.3390 2.3833 0.2020
92 H 6.6829 1.7761 -1.4117
93 H 7.1611 4.8094 -0.5530
94 H 7.5067 4.1895 -2.1664
95 H 8.8089 4.9326 -1.2079
96 C -3.8118 -4.5800 5.3685
97 C -2.6263 -5.1197 4.6049
98 O -2.5400 -5.0024 3.4043
99 C -1.5659 -5.8125 5.4209
100 H -4.5077 -4.1072 4.6797
101 H -4.3140 -5.3901 5.8999
102 H -3.4798 -3.8523 6.1106
103 H -1.9980 -6.6609 5.9548
104 H -1.1587 -5.1269 6.1655
105 H -0.7666 -6.1569 4.7691
106 C -2.1135 -10.2241 7.5298
107 C -3.0698 -9.1574 8.0054
108 O -2.7036 -8.0259 8.2210
109 C -4.5068 -9.5774 8.1985
110 H -1.1159 -9.8042 7.4300
111 H -2.0905 -11.0510 8.2412
112 H -2.4411 -10.6197 6.5671
113 H -4.5668 -10.3820 8.9329
114 H -4.9179 -9.9505 7.2590
115 H -5.0937 -8.7292 8.5414
116 C 3.1855 2.8535 2.9901
117 C 3.7268 3.2777 4.3362
118 O 3.4101 4.3287 4.8409
119 C 4.6739 2.3182 5.0180
120 H 2.5140 3.6170 2.6047
121 H 4.0008 2.6997 2.2830
122 H 2.6445 1.9101 3.0824
123 H 5.5516 2.1437 4.3920
124 H 4.1823 1.3574 5.1802
125 H 4.9893 2.7300 5.9729
126 C 10.2091 1.5346 5.2353
127 C 10.6147 2.5166 4.1586
128 O 11.3282 3.4597 4.4048
129 C 10.0814 2.2538 2.7725
130 H 10.6514 1.8270 6.1842
131 H 9.1222 1.5113 5.3314
132 H 10.5435 0.5300 4.9713
133 H 8.9897 2.2583 2.7834
134 H 10.4080 1.2742 2.4209
135 H 10.4358 3.0126 2.0824
136 C 1.8339 5.5967 -3.5642
137 C 1.7769 5.9184 -5.0351
138 O 0.7730 6.3451 -5.5568
139 C 3.0366 5.6699 -5.8315
140 H 0.8755 5.8217 -3.1058
141 H 2.0617 4.5408 -3.4181
142 H 2.6121 6.1885 -3.0777
143 H 3.3215 4.6188 -5.7619
144 H 3.8574 6.2667 -5.4304
145 H 2.8706 5.9338 -6.8728
146 C 2.0208 7.0779 2.2909
147 C 0.5303 7.0751 2.0801
148 O 0.0038 6.1994 1.4342
149 C -0.2606 8.1918 2.7153
150 H 2.4539 6.2207 1.7818
151 H 2.4625 7.9942 1.8956
152 H 2.2533 7.0141 3.3552
153 H 0.0823 9.1557 2.3361
154 H -0.1132 8.1847 3.7964
155 H -1.3169 8.0679 2.4909

Forces on atoms 1 to 6 (eV/Å):
-0.10 -0.23 0.01
-0.02 0.21 -0.21
-0.27 0.05 0.24
0.01 0.15 -0.01
-0.15 0.15 -0.01
-0.26 0.07 0.09

For the total energy, the calculation gives -3418.169915 hartree. Its largest force on an atom is 1.4 eV/A. The value obtained for the orbital gap is 9.33 eV. The charge is 0. The HOMO energy comes out at -9.11 eV. The energy above the lowest of the compared OMol25 structures with the same formula, charge and spin comes out at 0.0 kJ/mol. The structure (SMILES) is CCCCCCCC[C@@](CCCCNC(C)=O)(OCS(=O)(=O)F)[C@@H](NCCCC)OCCCCF.CC(C)=O.CC(C)=O.CC(C)=O.CC(C)=O.CC(C)=O.CC(C)=O.CC(C)=O.